The following is a DFT calculation (ωB97M-V with the def2-TZVPD basis set) of C13H21N8Ru as an isolated structure in a non-equilibrium geometry.

Each line ends with the Mulliken spin population.
Positions of all 43 atoms, in Å:
C (-4.152, 3.613, 0.381)  -0.030
H (1.318, -0.563, 3.369)  -0.001
H (0.108, -2.760, 1.870)  -0.001
N (-2.842, 4.641, -2.755)  0.071
H (1.634, -0.624, -5.442)  0.000
C (-0.893, 1.407, -5.607)  0.001
N (-5.062, 3.743, 1.069)  0.072
C (-2.031, 2.628, -0.128)  -0.096
H (-2.026, -0.591, 1.913)  0.004
H (0.410, -0.572, -6.713)  0.000
C (-0.257, 0.207, -3.625)  0.036
C (2.147, -0.964, 1.430)  -0.001
H (-1.431, -2.200, -0.466)  -0.003
H (1.726, -1.407, -1.897)  0.003
N (-0.066, 0.057, 1.879)  -0.015
N (-0.571, -1.977, 0.027)  -0.045
H (-1.619, -2.924, 1.630)  0.000
H (-0.434, 2.361, -5.356)  0.000
C (-2.933, 4.130, -1.730)  -0.031
H (-1.090, -1.177, 3.288)  0.000
H (0.834, -3.558, -0.028)  -0.002
C (0.561, -2.691, -0.630)  0.009
C (-1.051, -0.976, 2.214)  0.010
N (-1.146, 1.896, 0.198)  0.165
H (0.242, -1.728, -5.390)  0.000
H (1.980, -2.026, 1.594)  -0.001
C (-3.023, 3.450, -0.478)  0.160
H (-1.949, 1.437, -5.347)  0.000
C (1.310, -0.119, 2.371)  -0.001
N (1.809, -0.641, 0.030)  -0.008
N (-0.214, 0.290, -4.912)  -0.001
C (0.570, -0.723, -5.651)  0.002
H (-0.801, 1.246, -6.675)  0.000
H (2.464, 0.045, -0.336)  -0.002
C (-0.771, -2.256, 1.477)  -0.008
H (1.753, 0.874, 2.448)  -0.001
H (3.201, -0.769, 1.628)  -0.001
Ru (-0.251, 0.179, -0.369)  0.735
H (-0.419, 0.941, 2.235)  0.001
N (-0.286, 0.112, -2.468)  -0.033
C (1.771, -1.798, -0.883)  0.008
H (0.234, -3.070, -1.596)  0.001
H (2.680, -2.399, -0.804)  0.003

2S+1 ... 2
Total charge ... +2
Expectation value of S² ... 0.84
Energy above the lowest of the compared OMol25 structures with the same formula, charge and spin ... 34.8 kcal per mole
LUMO level (alpha / beta) ... -8.47 / -9.14 eV
Kohn-Sham gap (alpha / beta) ... 6.406 / 5.358 eV